C13H12F5NOS3W as an isolated structure. Source: the OMol25 dataset; level of theory: wB97M-V/def2-TZVPD.

Geometry as XYZ:
```
36
Properties=species:S:1:pos:R:3:forces:R:3:nbo_charge:R:1
W -0.502849 -0.256995 0.488341 -0.49 -0.70 0.36 1.21
C -2.324372 2.351359 0.049241 -0.03 -0.09 -0.25 -0.53
C -1.186221 3.087962 0.740472 0.02 -0.07 0.16 -0.52
S 0.186684 2.024884 1.371593 0.01 0.20 -0.35 0.37
C 1.613540 2.603674 0.360768 0.01 -0.03 0.12 -0.51
C 2.383918 1.475819 -0.295357 -0.19 -0.14 -0.12 -0.54
S 1.373374 0.189799 -1.102687 0.44 0.41 -0.35 0.40
C 0.571729 0.996278 -2.535698 0.03 -0.15 0.20 -0.54
C -0.616469 1.886500 -2.227061 -0.21 -0.08 0.01 -0.53
S -1.851892 1.037688 -1.154823 0.47 0.05 0.44 0.47
H -2.955802 3.067015 -0.478798 -0.02 -0.01 -0.01 0.28
H -2.947864 1.815225 0.761686 -0.05 0.03 0.00 0.27
H -1.591790 3.601721 1.612340 0.01 0.02 -0.01 0.29
H -0.732045 3.844721 0.105552 0.02 0.00 0.00 0.25
H 2.270660 3.136321 1.047966 -0.02 0.04 -0.01 0.28
H 1.238441 3.315653 -0.369319 -0.04 0.01 0.02 0.24
H 2.974443 0.916166 0.430784 0.04 -0.01 -0.01 0.27
H 3.065330 1.873523 -1.048226 0.07 -0.01 0.05 0.28
H 0.269911 0.150640 -3.155841 0.03 0.01 -0.04 0.27
H 1.343989 1.544826 -3.075262 -0.02 0.01 -0.04 0.28
H -1.142133 2.121702 -3.153081 0.00 0.02 0.00 0.28
H -0.338492 2.824880 -1.756739 0.03 -0.03 0.04 0.23
O -3.823808 -1.314849 2.966919 0.12 0.06 -0.11 -0.36
C -2.952636 -0.936213 2.322076 -0.14 -0.01 0.18 0.93
N -2.023674 -0.532991 1.635609 0.10 0.12 -0.08 -0.90
F 0.907413 -1.333012 2.169271 -0.09 -0.03 0.01 -0.30
C 0.797336 -2.477750 1.387276 -0.10 -0.04 -0.28 0.30
C 0.128950 -2.230338 0.197703 0.01 0.20 0.17 -0.50
C -0.033777 -3.296097 -0.673686 -0.06 0.32 -0.12 0.37
F -0.642645 -3.073696 -1.835520 0.03 -0.22 -0.02 -0.28
C 0.428851 -4.560294 -0.346189 0.02 0.12 0.04 0.33
F 0.260069 -5.577322 -1.160215 0.00 -0.05 -0.04 -0.25
C 1.093926 -4.750793 0.867742 -0.06 0.16 -0.01 0.35
F 1.542098 -5.936256 1.179077 0.03 -0.12 0.00 -0.23
C 1.293495 -3.695937 1.767727 0.01 0.01 0.06 0.29
F 1.922319 -3.893800 2.906350 0.01 0.01 0.02 -0.25
```
Positions in Å, forces in eV/Å.

Values from the calculation:
- ⟨S²⟩: 2.017
- Calculated total energy: -2392.91127 a.u.
- Energy above the lowest of the compared OMol25 structures with the same formula, charge and spin: 0.2476 eV
- Spin multiplicity: 3
- Charge: +2
- HOMO-LUMO gap (alpha / beta): 6.649 / 7.179 eV



C13H13AsF6N2O7Tc as an isolated structure in a non-equilibrium geometry. Source: the OMol25 dataset; level of theory: wB97M-V/def2-TZVPD.

Geometry as XYZ:
```
43
Properties=species:S:1:pos:R:3:forces:R:3:lowdin_spin:R:1
Tc -0.222926 -0.117735 -0.294581 -0.79 0.73 -1.19 1.05
N -1.783088 3.460014 1.319277 0.04 -0.05 0.06 0.00
C -1.443702 2.447380 0.543531 -0.18 0.14 -0.12 0.00
O -0.622651 1.584600 0.932835 0.31 -0.37 -0.08 0.00
C -2.020064 2.281703 -0.825142 0.04 -0.06 -0.06 -0.01
C -1.004087 1.487964 -1.611351 0.34 -0.39 0.53 -0.06
H -1.399546 3.534254 2.249510 0.01 -0.02 0.01 0.00
H -2.424212 4.168425 1.004680 -0.01 -0.01 -0.02 0.00
H -2.220528 3.245014 -1.300237 -0.04 0.00 0.01 0.00
H -2.970962 1.751137 -0.739947 -0.01 0.03 0.02 0.00
H -0.130164 2.077525 -1.874457 0.02 -0.07 0.07 0.00
H -1.402226 0.973690 -2.480357 0.02 -0.03 0.00 0.00
O -5.481716 -2.851441 1.786319 0.01 -0.02 -0.02 0.02
C -4.491047 -2.369527 1.345322 0.06 0.06 0.00 0.00
C -4.336181 -1.702527 -0.049405 -0.20 -0.11 0.03 0.01
O -5.184015 -1.570634 -0.879553 0.10 0.03 -0.03 0.08
C -2.917416 -1.228475 -0.083058 0.07 -0.05 0.19 0.11
C -2.264311 -1.493667 1.147273 0.07 0.19 -0.39 0.16
O -1.083728 -1.040093 1.274998 0.15 -0.07 0.39 0.21
C -3.124787 -2.257679 2.080352 -0.28 -0.26 0.18 0.02
O -2.860801 -2.718858 3.152262 0.13 0.14 -0.06 0.11
O -2.276538 -0.613846 -0.972005 0.36 0.07 -0.07 0.23
F 1.212511 0.423980 -1.780877 0.12 -0.16 0.00 0.02
As 2.801244 -0.184771 -2.793576 -0.44 -0.31 0.86 0.00
F 1.701656 -1.364127 -3.426194 0.06 0.04 0.01 0.00
F 2.281870 0.946384 -3.942363 0.03 0.03 -0.12 0.00
F 4.142268 -0.764552 -3.614528 0.16 0.00 -0.18 0.00
F 3.614858 1.021164 -1.901210 0.07 0.10 -0.03 0.00
F 3.038180 -1.270962 -1.418556 -0.37 0.16 -0.38 0.00
O 0.179537 -2.023681 -1.216727 0.41 0.28 0.36 0.01
H -0.226055 -2.142192 -2.088224 -0.02 -0.02 -0.04 0.00
H 1.145089 -2.129960 -1.366473 -0.22 0.05 -0.07 0.00
C 3.893020 -0.163649 2.237442 -0.05 0.02 -0.03 0.01
C 3.541820 0.959648 1.505065 0.01 -0.06 0.02 0.00
C 2.354641 0.956021 0.803983 0.03 0.09 -0.01 0.01
N 1.540789 -0.106130 0.800400 -0.03 -0.08 0.14 0.00
C 1.878510 -1.198623 1.502516 0.11 -0.08 0.06 0.01
C 3.043805 -1.260673 2.235589 0.01 0.04 -0.03 0.00
H 4.815652 -0.185940 2.801131 0.01 0.00 -0.01 0.00
H 4.180584 1.829344 1.461715 -0.01 0.01 0.01 0.00
H 2.050245 1.806797 0.211975 -0.02 -0.02 0.00 0.00
H 1.196066 -2.037566 1.473294 -0.04 0.04 0.00 0.00
H 3.278385 -2.157715 2.789348 -0.01 -0.01 -0.01 0.00
```
Positions in Å, forces in eV/Å.

Values from the calculation:
- ⟨S²⟩: 2.030
- Calculated total energy: -4055.01612 a.u.
- Spin multiplicity: 3
- Charge: +1
- HOMO-LUMO gap (alpha / beta): 8.286 / 6.132 eV



C13H13Br2ClFNO3PdS as an isolated structure in a non-equilibrium geometry. Source: the OMol25 dataset; level of theory: wB97M-V/def2-TZVPD.

Geometry as XYZ:
```
36
Properties=species:S:1:pos:R:3:forces:R:3:nbo_charge:R:1
Pd 0.289238 0.012770 0.540147 1.34 -2.76 1.28 0.67
Br 2.592408 -0.410701 0.622619 1.42 0.41 0.52 -0.40
C 2.575357 2.079629 2.906162 -2.76 -1.02 -0.86 -0.29
Br 0.734445 1.805217 2.899339 2.65 0.17 -0.15 0.42
H 2.959103 2.868869 2.290115 0.00 0.38 -0.01 0.22
H 3.193071 1.271651 3.238472 0.16 -0.21 0.51 0.23
Cl 1.425085 4.796185 -2.970188 0.04 0.42 -0.03 0.02
C 1.123872 3.110156 -2.854993 0.03 -0.58 0.08 -0.08
C 0.828338 2.359861 -3.986094 0.04 0.06 0.28 -0.19
C 0.624826 0.998591 -3.828968 0.07 -0.03 -0.01 -0.24
C 0.718221 0.443762 -2.561780 0.20 0.26 -0.17 0.06
N 1.003159 1.177856 -1.492451 -0.07 0.10 -0.44 -0.46
C 1.208622 2.476792 -1.619433 -0.02 0.08 -0.51 0.05
H 0.777763 2.835158 -4.955569 -0.03 0.00 -0.02 0.23
H 0.418447 0.371379 -4.681995 -0.07 -0.04 -0.07 0.23
H 0.585488 -0.620572 -2.395766 -0.07 0.11 -0.05 0.20
H 1.451504 3.032198 -0.723393 -0.07 0.08 0.03 0.20
C -3.617297 1.473878 0.233022 0.70 -0.31 0.02 -0.87
S -1.957102 0.786709 0.209888 -1.75 0.48 -0.63 2.33
O -1.803834 -0.076065 -0.951600 -0.56 0.08 -0.29 -0.99
O -1.012614 1.910320 0.178639 -0.64 1.19 0.27 -1.02
O -1.769510 0.024454 1.456775 -0.43 0.36 0.29 -0.97
H -3.574784 2.435923 -0.257339 -0.05 0.14 -0.15 0.25
H -3.914782 1.579363 1.267238 -0.06 0.07 0.17 0.24
H -4.269755 0.790118 -0.290558 -0.14 -0.13 -0.08 0.25
F -0.440858 -5.746458 2.282928 -0.06 -0.17 0.10 -0.33
C -0.233680 -4.466473 1.917858 0.05 0.23 -0.17 0.38
C -0.215064 -4.159132 0.568436 -0.02 -0.03 0.28 -0.27
C 0.002630 -2.842709 0.193269 0.11 0.37 -0.09 -0.27
C 0.208814 -1.880309 1.168918 0.01 0.71 0.00 0.04
C 0.197093 -2.197787 2.514964 0.05 -0.03 -0.15 -0.26
C -0.040488 -3.509534 2.898574 -0.02 -0.12 -0.11 -0.28
H -0.370352 -4.926620 -0.173689 -0.03 -0.12 0.01 0.23
H 0.008152 -2.579494 -0.862736 -0.01 -0.03 0.20 0.23
H 0.374731 -1.447119 3.275838 -0.06 0.01 -0.10 0.22
H -0.080248 -3.777868 3.943350 0.03 -0.13 0.05 0.23
```
Positions in Å, forces in eV/Å.

Values from the calculation:
- Calculated total energy: -7017.64390 a.u.
- Energy above the lowest of the compared OMol25 structures with the same formula, charge and spin: 1.8838 eV
- HOMO-LUMO gap (alpha / beta): 4.914 / 4.918 eV



C13H13Br4N3O6Pb as an isolated structure. Source: the OMol25 dataset; level of theory: wB97M-V/def2-TZVPD.

Geometry as XYZ:
```
40
Properties=species:S:1:pos:R:3:forces:R:3:nbo_charge:R:1
Pb 0.826330 -0.250402 0.217881 -0.04 0.11 -0.31 1.44
N 0.056699 1.292174 2.303573 0.04 -0.05 0.18 -0.84
C 0.900062 0.852339 3.422273 -0.11 -0.04 -0.17 -0.31
C 2.366552 0.707077 3.003215 0.13 -0.20 -0.03 0.62
O 3.231166 1.093749 3.816327 -0.02 -0.06 -0.09 -0.75
N 2.547275 0.139535 1.815882 -0.01 0.11 0.09 -0.76
C 3.913270 -0.012778 1.343223 -0.18 -0.03 0.04 -0.35
C 4.048375 0.147130 -0.179073 -0.03 0.06 -0.08 0.77
O 5.143472 0.525708 -0.618229 -0.14 -0.11 -0.03 -0.74
O 3.015785 -0.149450 -0.876901 0.13 -0.04 0.15 -0.83
H 0.305105 2.220014 1.980898 -0.02 0.00 0.03 0.37
H -0.927776 1.281170 2.535135 -0.01 -0.03 -0.01 0.37
H 0.544251 -0.134315 3.731061 -0.02 0.02 -0.01 0.22
H 0.874681 1.519392 4.284933 0.01 0.08 0.05 0.17
H 4.284144 -1.021008 1.570952 0.05 -0.02 0.06 0.18
H 4.582200 0.690453 1.832238 0.04 0.07 0.03 0.21
Br -3.375156 -6.365230 -1.082783 0.01 0.03 0.00 0.01
C -2.369112 -4.984715 -0.246960 0.12 0.13 0.06 -0.16
C -2.241731 -4.940403 1.127239 0.01 0.04 -0.12 -0.20
Br -3.083976 -6.244433 2.225248 0.03 0.03 -0.01 0.01
C -1.474639 -3.907727 1.707744 0.07 0.10 0.00 -0.23
Br -1.292386 -3.769697 3.598863 -0.01 -0.01 -0.02 0.00
C -0.820661 -2.915347 0.969969 -0.15 -0.17 0.17 0.34
O -0.138473 -1.967680 1.533148 0.14 0.04 -0.19 -0.84
C -0.952486 -2.956719 -0.487709 0.00 0.05 -0.07 0.29
O -0.383852 -2.046993 -1.183636 -0.05 -0.22 0.09 -0.78
C -1.730234 -4.000701 -1.028144 0.02 0.05 0.08 -0.24
Br -1.906698 -3.980512 -2.924035 0.01 0.00 0.03 0.00
C -1.608572 2.745274 -4.138025 0.04 0.03 0.07 -0.41
N -1.347340 3.166858 -2.769557 -0.02 0.02 0.05 -0.45
C -1.335742 4.566295 -2.379237 0.02 -0.10 -0.07 -0.41
C -0.973632 2.249670 -1.843356 0.11 -0.30 -0.01 0.53
O -0.665791 2.515627 -0.699458 -0.16 0.37 0.00 -0.62
H -1.886681 3.615057 -4.727531 -0.02 0.03 -0.01 0.20
H -2.429622 2.028672 -4.185669 0.00 -0.01 0.03 0.20
H -0.730097 2.290205 -4.598894 0.02 0.01 0.01 0.21
H -1.673734 5.173162 -3.216980 0.00 0.00 0.00 0.19
H -0.334177 4.883237 -2.083171 0.02 0.00 -0.01 0.21
H -1.994258 4.731816 -1.526396 -0.02 -0.01 0.01 0.21
H -0.962560 1.213499 -2.224057 -0.02 0.03 0.01 0.14
```
Positions in Å, forces in eV/Å.

Values from the calculation:
- Calculated total energy: -11607.94580 a.u.
- Energy above the lowest of the compared OMol25 structures with the same formula, charge and spin: 0.0310 eV
- Charge: -2
- HOMO-LUMO gap: 5.257 eV